# 1
Below is C8H16AgCl8NiO4PSn as an isolated structure in a non-equilibrium geometry, with properties calculated with the ωB97M-V functional and the def2-TZVPD basis.

Summary:
**Energy**: -6506.71356 a.u.
**HOMO level (spin up / spin down)**: -17.086 / -17.086 eV
**LUMO level (spin up / spin down)**: -0.44414 / -0.53745 Ha

```
! wB97M-V def2-TZVPD RIJCOSX def2/J DEFGRID3
* xyz 3 4
Ag -9.0195 -19.4766 21.5211
Ni -9.4298 -15.7920 23.4006
Sn -5.4398 -17.3259 21.1277
P -8.7096 -16.7287 21.4883
O -9.9133 -15.8370 21.4373
O -9.1816 -17.6359 22.6627
O -7.6281 -16.0812 22.4383
O -8.1764 -17.6861 20.3644
Cl -11.8438 -15.8757 23.9543
C -12.3031 -14.1748 23.8709
C -11.5577 -13.4888 22.7635
Cl -9.8302 -13.1243 23.0769
H -12.2092 -13.6882 24.8392
H -13.3673 -14.1705 23.6342
H -12.0044 -12.4914 22.7771
H -11.6462 -13.8634 21.7479
Cl -7.1417 -21.1764 16.7621
C -7.3430 -19.5583 16.2175
C -6.8789 -18.5198 17.2557
Cl -7.4538 -16.8872 16.8506
H -8.3792 -19.3478 15.9458
H -6.8433 -19.4495 15.2544
H -5.7894 -18.4872 17.2665
H -7.2373 -18.8343 18.2356
Cl -11.9359 -13.0270 18.9708
C -11.6194 -14.7883 18.8105
C -12.2009 -15.4570 17.6022
Cl -11.3576 -14.8507 16.1421
H -11.9796 -15.2495 19.7310
H -10.5343 -14.8653 18.7773
H -13.2723 -15.2654 17.4695
H -12.0625 -16.5423 17.5530
Cl -6.0190 -18.8375 26.8150
C -5.8068 -17.0188 26.7520
C -5.6026 -16.6013 25.3000
Cl -4.0785 -17.4164 24.7436
H -5.0220 -16.7248 27.4442
H -6.7535 -16.6515 27.1448
H -5.5624 -15.5334 25.1117
H -6.4510 -17.1162 24.8483
*
```

---

# 2
Below is a 10-piece molecular cluster, C22H61N18O11 overall in a non-equilibrium geometry, with properties calculated with the ωB97M-V functional and the def2-TZVPD basis.

Summary:
**Relative energy (zero: lowest compared OMol25 entry of this formula, charge and spin)**: 175.1 kcal/mol
**Energy**: -2688.19163 a.u.
**HOMO level**: -1.010 eV
**LUMO level**: 0.05689 Ha

```
! wB97M-V def2-TZVPD RIJCOSX def2/J DEFGRID3
* xyz -1 1
C 0.0211 -3.6400 1.6966
C 0.6363 -2.2401 2.3743
C 0.1139 -1.0149 1.3632
C 0.4662 0.4398 2.0314
C -0.8310 1.3777 2.3850
C -1.9397 1.5137 1.1840
C -3.4103 1.7351 1.9494
C -4.5051 0.5456 1.5378
C -6.0331 0.8917 2.0936
C -6.9529 -0.4609 1.8144
C -6.5299 -1.7432 2.7795
C -5.6397 -2.8332 1.9058
C -4.5996 -3.7193 2.8171
O -4.5315 -3.5362 4.1651
O -3.7183 -4.7353 2.1980
H 0.4657 -3.8218 0.6282
H -1.1549 -3.5122 1.5390
H 0.2663 -4.5375 2.4323
H 0.2336 -2.0679 3.4610
H 1.8000 -2.3705 2.3637
H 0.7860 -1.1172 0.3955
H -1.0236 -1.2200 1.1812
H 1.0026 0.2108 3.0723
H 1.2917 0.9840 1.3702
H -0.4286 2.4777 2.5947
H -1.2626 0.9976 3.4137
H -2.0128 0.5892 0.4675
H -1.7924 2.4612 0.4897
H -3.8572 2.7868 1.6652
H -3.3062 1.7059 3.1199
H -4.1059 -0.5026 1.9461
H -4.5318 0.5363 0.3678
H -6.0434 1.2243 3.2265
H -6.5286 1.7655 1.4553
H -8.0912 -0.2091 1.9259
H -6.7414 -0.7907 0.7010
H -5.7719 -1.3133 3.5774
H -6.4077 -3.5542 1.3719
H -5.0292 -2.3052 1.0280
H -3.7333 -4.6455 1.1860
C 1.6590 1.0541 -1.8961
O 1.0693 0.7018 -0.8867
N 2.0295 2.3287 -2.1145
N 1.9911 0.1992 -2.8802
H 2.5156 2.6380 -2.9392
H 1.7985 3.0046 -1.3981
H 1.7305 -0.7703 -2.7554
H 2.4766 0.4705 -3.7186
C -2.7490 -2.6567 -1.2760
O -3.8298 -2.2080 -0.9277
N -1.6502 -1.8910 -1.4022
N -2.5602 -3.9569 -1.5649
H -0.7517 -2.2421 -1.6877
H -1.7490 -0.9059 -1.1942
H -3.3622 -4.5681 -1.4827
H -1.6779 -4.3449 -1.8533
C 2.6634 -2.6653 -4.9458
O 2.3202 -1.5288 -4.6609
N 3.8951 -3.1397 -4.6862
N 1.8406 -3.5450 -5.5448
H 4.1962 -4.0724 -4.9132
H 4.5458 -2.5095 -4.2358
H 0.9038 -3.2279 -5.7578
H 2.1050 -4.4849 -5.7871
C 5.6434 -1.9937 1.7865
O 5.9614 -2.1049 0.6129
N 6.1289 -2.7965 2.7507
N 4.7792 -1.0586 2.2205
H 5.8790 -2.7204 3.7222
H 6.7827 -3.5142 2.4665
H 4.3903 -0.4336 1.5266
H 4.5053 -0.9516 3.1826
C 2.9366 5.3992 -0.0368
O 2.5300 4.2484 -0.0060
N 3.9090 5.8490 0.7767
N 2.4486 6.3205 -0.8869
H 4.2569 6.7929 0.7663
H 4.3037 5.1874 1.4323
H 1.7149 6.0231 -1.5168
H 2.7705 7.2728 -0.9270
C 4.4510 1.9067 -5.4222
O 3.3702 2.3553 -5.0739
N 5.5498 2.6724 -5.5484
N 4.6398 0.6065 -5.7111
H 6.4483 2.3212 -5.8339
H 5.4510 3.6574 -5.3404
H 3.8378 -0.0047 -5.6289
H 5.5221 0.2184 -5.9995
C -3.6342 -8.2561 -0.7991
O -2.5551 -8.4923 -1.3192
N -4.7754 -8.8521 -1.1890
N -3.7786 -7.3787 0.2103
H -5.6733 -8.6707 -0.7731
H -4.7109 -9.5197 -1.9463
H -2.9438 -6.9079 0.5342
H -4.6587 -7.1710 0.6512
C -0.4651 8.5837 -1.3308
O 0.3048 7.7332 -1.7485
N -0.8815 9.6194 -2.0814
N -0.9661 8.5612 -0.0825
H -1.5151 10.3296 -1.7552
H -0.5280 9.6739 -3.0277
H -0.6779 7.7980 0.5157
H -1.6012 9.2525 0.2794
C 3.4349 2.1914 4.0461
O 4.2048 1.3409 3.6284
N 3.0185 3.2271 3.2955
N 2.9339 2.1689 5.2944
H 2.3849 3.9372 3.6217
H 3.3720 3.2816 2.3492
H 3.2221 1.4057 5.8926
H 2.2988 2.8602 5.6563
*
```

---

# 3
Below is C12H12AsF6N2O2Pt as an isolated structure, with properties calculated with the ωB97M-V functional and the def2-TZVPD basis.

Summary:
**Relative energy (zero: lowest compared OMol25 entry of this formula, charge and spin)**: 0.0 kcal/mol
**Energy**: -3678.09531 a.u.
**HOMO level (spin up / spin down)**: -16.711 / -16.712 eV
**LUMO level (spin up / spin down)**: -0.38948 / -0.40637 Ha

```
! wB97M-V def2-TZVPD RIJCOSX def2/J DEFGRID3
* xyz 2 2
Pt -0.3600 0.1287 0.8107
C 3.0027 -1.6899 2.6073
C 2.0586 -0.6789 2.0962
O 1.0034 -1.0882 1.5685
C 2.4344 0.7430 2.2543
C 1.8698 1.8777 1.8028
C 2.4240 3.2384 2.0321
N 0.6438 1.8031 1.0612
N 0.1393 2.8619 0.6469
C -1.1378 2.6473 0.0094
O -1.5821 1.4591 -0.0662
C -1.7994 3.7811 -0.4738
C -3.0778 3.6132 -1.0750
C -3.7427 4.7094 -1.5529
C -3.1551 5.9772 -1.4420
C -1.9015 6.1587 -0.8539
C -1.2160 5.0747 -0.3678
H 2.6711 -2.6951 2.3664
H 3.0739 -1.5686 3.6954
H 4.0036 -1.4975 2.2105
H 3.3528 0.8727 2.8134
H 3.3410 3.1735 2.6101
H 1.7032 3.8537 2.5735
H 2.6360 3.7313 1.0818
H -3.5105 2.6245 -1.1445
H -4.7153 4.6019 -2.0119
H -3.6886 6.8396 -1.8220
H -1.4754 7.1492 -0.7822
H -0.2464 5.2028 0.0894
F -1.4794 -1.5073 0.6526
As -2.5476 -1.7092 2.2831
F -3.7230 -1.0374 1.2761
F -1.8767 0.0800 2.4003
F -3.4569 -1.4617 3.6629
F -1.1292 -2.0737 3.1338
F -2.8262 -3.3034 1.8709
*
```

---

# 4
Below is C18H20N3O4PdSSb as an isolated structure in a non-equilibrium geometry, with properties calculated with the ωB97M-V functional and the def2-TZVPD basis.

Summary:
**Relative energy (zero: lowest compared OMol25 entry of this formula, charge and spin)**: 134.2 kcal/mol
**Energy**: -1928.74064 a.u.
**HOMO level (spin up / spin down)**: -15.513 / -15.512 eV
**LUMO level (spin up / spin down)**: -0.38119 / -0.38153 Ha

```
! wB97M-V def2-TZVPD RIJCOSX def2/J DEFGRID3
* xyz 2 1
Pd -0.4715 -0.2069 0.0275
C -0.1044 0.0907 -4.4710
C 1.2583 0.0254 -4.7262
C 2.1565 -0.0712 -3.6739
C 1.6704 -0.1303 -2.3678
N 0.3452 -0.1600 -2.1657
C -0.5261 -0.0270 -3.1518
C 2.5152 -0.1250 -1.1583
C 3.9050 -0.0054 -1.1955
C 4.6064 0.0581 -0.0018
C 3.9185 0.0371 1.2018
C 2.5282 -0.0963 1.1772
N 1.8698 -0.1967 0.0142
C 1.6958 -0.0758 2.3977
C 2.1969 -0.0993 3.7007
C 1.3119 0.0270 4.7626
C -0.0401 0.2189 4.5197
C -0.4789 0.1872 3.2024
N 0.3726 0.0097 2.2072
H -0.8273 0.2197 -5.2620
H 1.6196 0.0486 -5.7436
H 3.2143 -0.0970 -3.8761
H -1.5837 -0.0023 -2.8869
H 4.4356 0.0468 -2.1303
H 5.6830 0.1457 -0.0067
H 4.4530 0.1356 2.1339
H 3.2528 -0.2201 3.8877
H 1.6820 -0.0192 5.7763
H -0.7429 0.3787 5.3205
H -1.5259 0.3306 2.9420
O -2.5528 2.3261 1.2741
S -2.1108 1.8186 0.0087
O -2.6592 2.3116 -1.2165
O -2.3891 0.2978 0.0485
O -0.5969 1.8778 -0.0606
C 0.2956 -5.0801 -0.1084
Sb -0.1285 -2.9395 -0.0064
C -1.8535 -2.7860 -1.3148
C -1.1809 -2.8726 1.8866
H -0.6450 -5.5864 0.0930
H 1.0338 -5.3511 0.6411
H 0.6618 -5.3479 -1.0951
H -2.5378 -3.5763 -1.0127
H -1.5851 -2.9227 -2.3589
H -2.3347 -1.8156 -1.1694
H -1.8407 -3.7375 1.9222
H -1.7739 -1.9566 1.9159
H -0.5028 -2.9133 2.7354
*
```

---

# 5
Below is one molecule with the formula C5H8O in a non-equilibrium geometry, with properties calculated with the ωB97M-V functional and the def2-TZVPD basis.

Summary:
**Relative energy (zero: lowest compared OMol25 entry of this formula, charge and spin)**: 42.0 kcal/mol
**Energy**: -270.49096 a.u.
**HOMO level**: -8.895 eV
**SMILES**: C1C[C@@H]2C[C@@H]2O1
**LUMO level**: 0.04121 Ha

```
! wB97M-V def2-TZVPD RIJCOSX def2/J DEFGRID3
* xyz 0 1
C -1.4338 -0.2343 -0.4402
C -0.7551 0.8649 0.4256
C 0.6275 0.2927 0.7213
C 1.5232 0.0663 -0.4567
C 0.6744 -1.0904 -0.0030
O -0.6267 -1.3994 -0.4413
H -1.5280 0.0918 -1.4795
H -2.4129 -0.5106 -0.0396
H -0.7980 1.8205 -0.1290
H -1.2942 1.0389 1.3639
H 1.0263 0.4727 1.7206
H 1.3655 0.6383 -1.3662
H 2.5729 0.0329 -0.1583
H 1.0589 -2.0842 0.2824
*
```

---

# 6
Below is C50H58N4O5P2S2Si2W as an isolated structure, with properties calculated with the ωB97M-V functional and the def2-TZVPD basis.

Summary:
**Relative energy (zero: lowest compared OMol25 entry of this formula, charge and spin)**: 79.4 kcal/mol
**Energy**: -4660.45563 a.u.
**HOMO level (spin up / spin down)**: -6.640 / -6.713 eV
**LUMO level (spin up / spin down)**: -0.00355 / -0.01402 Ha

```
! wB97M-V def2-TZVPD RIJCOSX def2/J DEFGRID3
* xyz 0 3
W 0.4137 0.0716 -0.1276
C 3.7114 -0.4370 -0.8371
P 2.1915 -0.7776 -1.7851
C 2.3201 -0.0546 -3.4401
C 1.4414 -0.4941 -4.4327
C 1.4083 0.1379 -5.6643
C 2.2561 1.2085 -5.9207
C 3.1451 1.6358 -4.9466
C 3.1771 1.0082 -3.7087
C 2.3639 -2.5634 -2.0524
C 1.6909 -3.4663 -1.2430
C 1.9202 -4.8277 -1.3814
C 2.8137 -5.2869 -2.3362
C 3.4902 -4.3863 -3.1498
C 3.2706 -3.0267 -3.0054
C 3.3038 -0.9445 0.5158
C 4.0388 -1.6269 1.4517
C 3.1394 -2.0269 2.4686
C 1.8930 -1.5718 2.1029
C 0.6271 -1.6632 2.8549
P -0.9228 -1.4107 1.8247
C -2.4749 -0.9699 0.8170
C -3.5338 -1.7741 0.4388
C -4.6453 -1.2037 -0.1758
C -4.7208 0.1662 -0.3879
C -3.6636 0.9884 -0.0138
C -2.5657 0.3792 0.5489
C -2.0743 -1.9701 3.2637
C -3.2893 -1.3145 3.4920
C -4.1435 -1.6744 4.5219
C -3.8113 -2.7229 5.3687
C -2.6226 -3.3996 5.1556
C -1.7716 -3.0292 4.1192
N 1.9667 -0.9174 0.9013
H 3.9563 0.6293 -0.8544
H 4.5655 -0.9893 -1.2317
H 0.7740 -1.3219 -4.2286
H 0.7131 -0.2002 -6.4216
H 2.2233 1.7070 -6.8804
H 3.8123 2.4645 -5.1447
H 3.8668 1.3610 -2.9525
H 1.0079 -3.0909 -0.4946
H 1.4112 -5.5306 -0.7351
H 2.9910 -6.3491 -2.4426
H 4.1917 -4.7444 -3.8918
H 3.7980 -2.3223 -3.6386
H 5.0948 -1.8378 1.3888
H 3.3670 -2.5824 3.3640
H 0.5810 -0.8964 3.6349
H 0.5714 -2.6338 3.3408
H -3.5011 -2.8375 0.6361
H -5.4694 -1.8342 -0.4849
H -5.5807 0.5959 -0.8804
H -3.6870 2.0542 -0.2064
H -1.4394 2.1023 0.8841
H -3.6010 -0.4999 2.8466
H -5.0753 -1.1383 4.6545
H -4.4743 -3.0122 6.1735
H -2.3473 -4.2304 5.7931
H -0.8680 -3.6040 3.9802
O 0.1704 -4.5794 2.2006
C -0.4468 -4.1863 1.2460
O -0.9304 -2.9822 1.0046
H -0.6782 -4.8470 0.3921
N -1.3569 1.0945 0.9866
C -1.1645 0.5794 2.3002
N -1.2918 1.3529 3.3413
C -1.6585 2.7827 3.3192
C -1.0092 3.5357 4.4754
O -1.2932 2.9363 5.7172
C -0.7081 1.6480 5.7386
C -1.3637 0.7657 4.6969
H -2.7473 2.8438 3.3995
H -1.3437 3.2501 2.3887
H -1.4016 4.5517 4.4988
H 0.0732 3.5812 4.3272
H -0.8851 1.2228 6.7249
H 0.3730 1.7256 5.5776
H -2.4248 0.6731 4.9417
H -0.9409 -0.2336 4.6776
O -2.7468 2.0808 -4.8338
S -3.3770 1.0424 -4.0691
O -4.7219 1.2546 -3.6139
N -2.4097 0.6334 -2.7945
C -1.9565 -0.5731 -2.9060
S -0.8976 -1.3818 -1.8383
C -2.4124 -1.3163 -4.1235
C -2.1046 -2.6028 -4.5329
C -2.6459 -3.0558 -5.7300
C -3.4722 -2.2419 -6.4994
C -3.7789 -0.9492 -6.0890
C -3.2340 -0.5199 -4.8985
H -1.4611 -3.2312 -3.9305
H -2.4217 -4.0581 -6.0703
H -3.8790 -2.6204 -7.4275
H -4.4169 -0.3049 -6.6785
C 4.1985 2.9312 1.4139
Si 2.3921 2.6240 1.8503
C 2.4176 1.4774 3.3316
C 1.7338 4.3182 2.3801
C 1.5596 1.9250 0.3268
Si 0.9959 3.1957 -0.9173
C 2.4137 4.1296 -1.7307
C 0.0387 2.2304 -2.2064
C -0.2583 4.4701 -0.2985
H 4.7419 3.3975 2.2390
H 4.2911 3.5832 0.5422
H 4.6945 1.9833 1.1868
H 2.9027 1.9720 4.1784
H 2.9848 0.5748 3.0966
H 1.4228 1.1637 3.6440
H 2.0878 4.5510 3.3878
H 0.6505 4.4202 2.3642
H 2.1342 5.0882 1.7143
H 2.5067 1.5848 -0.1189
H 3.3211 3.5233 -1.7562
H 2.6500 5.0542 -1.1994
H 2.1602 4.3923 -2.7604
H 0.6461 1.6973 -2.9357
H -0.6884 2.8260 -2.7637
H -0.6300 1.4806 -1.7365
H 0.1685 5.2579 0.3196
H -1.0885 4.0235 0.2599
H -0.7088 4.9395 -1.1766
*
```

---

# 7
Below is one molecule with the formula C2H2 in a non-equilibrium geometry, with properties calculated with the ωB97M-V functional and the def2-TZVPD basis.

Summary:
**Relative energy (zero: lowest compared OMol25 entry of this formula, charge and spin)**: 9.7 kcal/mol
**Energy**: -77.30787 a.u.
**HOMO level**: -10.710 eV
**SMILES**: C#C
**LUMO level**: 0.05057 Ha

```
! wB97M-V def2-TZVPD RIJCOSX def2/J DEFGRID3
* xyz 0 1
C 0.5937 -0.0192 0.1415
C -0.5783 0.0657 -0.1341
H 1.6589 -0.4254 0.0933
H -1.7514 0.1466 -0.1378
*
```

---

# 8
Below is C20H18ClN4OPdS as an isolated structure in a non-equilibrium geometry, with properties calculated with the ωB97M-V functional and the def2-TZVPD basis.

Summary:
**Relative energy (zero: lowest compared OMol25 entry of this formula, charge and spin)**: 24.9 kcal/mol
**Energy**: -2053.29575 a.u.
**HOMO level**: -10.347 eV
**LUMO level**: -0.16496 Ha

```
! wB97M-V def2-TZVPD RIJCOSX def2/J DEFGRID3
* xyz 1 1
Pd -0.2883 -0.0783 0.3700
Cl -0.7883 -5.0967 -5.1887
C -0.4126 -4.0738 -3.8478
C 0.7226 -4.3485 -3.0680
C 1.0194 -3.5616 -1.9912
C 0.1984 -2.4709 -1.5994
O 0.5433 -1.8007 -0.5537
C -0.9336 -2.1850 -2.4230
C -1.7862 -1.0646 -2.2226
N -1.7188 -0.2037 -1.2672
C -2.6120 0.8676 -1.1257
C -3.9296 0.8249 -1.5194
C -4.7839 1.9205 -1.3107
C -4.3156 3.0721 -0.7464
C -2.9718 3.1518 -0.3188
C -2.4327 4.3014 0.2973
C -1.1364 4.2900 0.7347
C -0.3845 3.1168 0.5868
N -0.8527 2.0333 0.0099
C -2.1261 2.0304 -0.4743
C -1.2033 -3.0036 -3.5415
H 1.3530 -5.1854 -3.3354
H 1.8922 -3.7642 -1.3858
H -2.5362 -0.9173 -3.0029
H -4.3255 -0.0780 -1.9647
H -5.8240 1.8357 -1.5929
H -4.9639 3.9271 -0.6094
H -3.0554 5.1784 0.4169
H -0.6896 5.1548 1.2022
H 0.6290 3.0639 0.9638
H -2.0601 -2.7854 -4.1667
S 0.0877 0.2032 2.7535
C 1.8035 -0.0082 2.7469
N 2.5268 0.5733 3.7002
C 3.9848 0.5498 3.7137
C 4.4626 -0.7882 3.1786
C 3.8612 -1.0134 1.8012
N 2.4225 -0.7516 1.8234
H 2.0375 1.1173 4.3906
H 4.3295 0.7107 4.7329
H 4.3697 1.3628 3.0910
H 4.1554 -1.5838 3.8589
H 5.5483 -0.7967 3.1067
H 4.0104 -2.0445 1.4849
H 4.3334 -0.3579 1.0649
H 1.8400 -1.3233 1.2271
*
```

---

Look up the energy of the eighth one. -2053.29575 a.u.